<w>
Below is a 18-piece molecular cluster, H36O18 overall, with properties calculated with ωB97M-V with the def2-TZVPD basis set.

Summary:
HOMO-LUMO gap, hartree: 0.3327

Structure (ORCA input):
```
! wB97M-V def2-TZVPD RIJCOSX def2/J DEFGRID3
* xyz 0 1
O -3.674 -1.615 0.562
H -4.014 -0.735 0.399
H -2.754 -1.622 0.279
O 1.023 0.629 0.710
H 0.855 0.714 -0.231
H 0.362 0.037 1.114
O 3.045 2.037 1.004
H 2.857 1.054 1.150
H 3.094 2.370 0.116
O 3.637 -0.457 -0.063
H 4.049 -0.939 -0.814
H 3.032 0.072 -0.586
O -1.219 3.601 4.370
H -2.168 3.626 4.245
H -0.954 3.585 5.290
O 3.027 -1.953 2.942
H 3.530 -1.268 3.395
H 3.709 -2.575 2.664
O -2.330 0.046 -2.222
H -3.055 -0.528 -2.492
H -2.686 0.188 -1.334
O 0.961 -4.155 -1.242
H 1.102 -3.544 -0.518
H 1.520 -4.906 -1.021
O -2.322 1.313 1.471
H -2.567 1.776 0.678
H -2.527 2.006 2.124
O 4.503 -0.321 -2.472
H 5.022 -0.925 -3.013
H 4.267 0.395 -3.058
O -3.526 1.757 3.771
H -3.755 1.123 3.077
H -3.482 1.195 4.552
O -5.316 1.616 -0.834
H -6.161 1.805 -0.413
H -5.088 2.429 -1.296
O -1.514 3.116 -2.861
H -1.082 3.688 -2.214
H -1.928 2.460 -2.290
O 0.016 -0.727 -5.239
H 0.749 -0.671 -4.603
H -0.582 -0.219 -4.668
O 0.793 -3.357 3.961
H 1.735 -3.304 4.137
H 0.458 -2.992 4.786
O -0.161 -1.219 -1.768
H -0.747 -0.707 -2.343
H -0.190 -2.173 -1.739
O 2.937 1.118 -4.327
H 2.074 1.534 -4.413
H 3.484 1.442 -5.047
O 0.145 -1.515 2.184
H 0.627 -1.196 2.944
H 0.746 -2.103 1.730
*
```

<x>
Below is a 18-piece molecular cluster, H36O18 overall, with properties calculated with ωB97M-V with the def2-TZVPD basis set.

Summary:
HOMO-LUMO gap, hartree: 0.3760

Structure (ORCA input):
```
! wB97M-V def2-TZVPD RIJCOSX def2/J DEFGRID3
* xyz 0 1
O 3.175 4.366 0.742
H 2.893 4.791 1.517
H 2.662 3.547 0.677
O 0.212 0.741 -1.313
H 0.321 1.238 -0.582
H 0.494 -0.106 -1.110
O -0.921 -0.738 -4.856
H -1.485 -0.425 -4.124
H -0.115 -1.090 -4.619
O 0.860 2.441 1.526
H 1.155 3.131 1.013
H 1.075 1.505 1.521
O -1.272 4.951 -0.816
H -0.836 4.369 -1.579
H -1.809 5.654 -1.074
O -0.850 -1.975 -2.622
H -1.278 -2.751 -2.279
H 0.018 -1.998 -2.669
O -3.393 3.358 -1.936
H -2.707 4.045 -1.851
H -3.537 3.499 -2.883
O 2.162 1.348 -3.335
H 2.576 2.263 -3.099
H 2.359 1.318 -4.283
O -2.904 0.476 1.954
H -3.547 0.629 2.543
H -2.609 1.292 1.633
O -1.852 -0.378 4.676
H -2.237 -1.263 4.142
H -1.443 0.224 4.169
O 3.242 0.918 5.347
H 2.565 0.393 5.739
H 2.830 1.800 5.389
O 1.993 -1.621 -0.704
H 2.915 -1.712 -0.878
H 1.833 -1.328 0.137
O -0.582 -1.138 0.664
H -0.857 -0.390 0.205
H -1.243 -1.285 1.194
O 0.222 -4.521 -0.130
H 0.486 -3.666 -0.545
H 0.862 -4.969 -0.770
O -2.543 -2.296 2.834
H -2.015 -3.049 3.048
H -3.441 -2.308 3.066
O 0.433 -3.761 2.655
H 0.015 -4.134 1.923
H 0.448 -2.774 2.423
O 4.967 -2.792 -1.698
H 5.702 -2.454 -2.085
H 4.772 -3.774 -1.848
O -3.580 -0.163 -2.267
H -3.513 0.809 -2.175
H -2.680 -0.252 -2.604
*
```

<y>
Below is a 18-piece molecular cluster, H36O18 overall, with properties calculated with ωB97M-V with the def2-TZVPD basis set.

Summary:
HOMO-LUMO gap, hartree: 0.3833

Structure (ORCA input):
```
! wB97M-V def2-TZVPD RIJCOSX def2/J DEFGRID3
* xyz 0 1
O -1.606 1.332 3.825
H -1.861 0.423 4.038
H -2.141 1.988 4.244
O -0.323 -5.172 -3.324
H -1.044 -4.683 -2.915
H -0.070 -5.755 -2.628
O 2.223 -2.929 1.190
H 2.965 -3.174 0.630
H 2.649 -2.748 2.012
O 0.282 -1.350 0.125
H -0.553 -1.517 0.630
H 0.715 -1.337 0.983
O 1.115 0.179 4.270
H 1.583 -0.258 3.553
H 0.835 1.105 4.238
O 1.502 -2.044 -2.431
H 1.107 -2.259 -3.333
H 1.560 -2.980 -2.184
O -2.104 1.787 0.678
H -1.361 1.849 1.261
H -2.529 2.639 0.430
O 3.543 -1.158 2.464
H 4.205 -0.556 2.824
H 3.175 -0.849 1.615
O 1.585 4.996 -2.817
H 1.628 5.564 -2.059
H 1.665 4.064 -2.542
O -2.241 2.239 -2.999
H -1.843 1.523 -2.539
H -2.915 1.980 -3.617
O -3.282 -2.784 2.198
H -3.900 -2.835 1.446
H -2.432 -3.122 1.973
O 1.067 1.939 -0.685
H 1.520 1.435 -1.367
H 0.154 2.095 -0.979
O 2.283 3.994 1.564
H 1.984 3.284 0.909
H 1.492 4.550 1.432
O -2.657 3.841 -1.085
H -2.297 3.882 -1.968
H -3.523 3.443 -1.094
O 4.628 2.050 3.624
H 4.313 2.363 2.771
H 4.149 2.668 4.183
O -2.522 -0.288 -2.399
H -2.256 -1.009 -1.782
H -3.409 -0.104 -2.053
O -1.689 -1.871 -4.774
H -1.769 -0.917 -4.584
H -2.561 -2.019 -5.174
O -0.630 -4.755 0.961
H 0.303 -4.560 1.080
H -0.710 -4.181 0.183
*
```

<z>
Below is a 18-piece molecular cluster, H36O18 overall, with properties calculated with ωB97M-V with the def2-TZVPD basis set.

Summary:
HOMO-LUMO gap, hartree: 0.3910

Structure (ORCA input):
```
! wB97M-V def2-TZVPD RIJCOSX def2/J DEFGRID3
* xyz 0 1
O -0.933 1.964 4.691
H -0.545 1.103 4.873
H -0.180 2.561 4.658
O -3.545 -3.080 -3.606
H -2.905 -2.568 -3.107
H -4.169 -2.617 -4.100
O 2.177 0.895 3.273
H 1.365 1.153 3.715
H 2.827 1.369 3.790
O -4.155 -1.804 0.954
H -4.407 -2.682 1.210
H -3.497 -1.469 1.566
O 0.984 -1.582 -6.064
H 0.116 -1.297 -5.798
H 1.267 -2.434 -5.735
O -2.175 1.530 1.368
H -3.012 1.076 1.485
H -2.152 1.957 0.507
O 1.298 -2.208 -2.200
H 2.150 -1.823 -2.479
H 0.901 -1.759 -2.970
O 1.621 -0.574 0.177
H 2.326 -1.035 -0.298
H 2.133 -0.452 1.005
O 2.073 3.445 -0.975
H 2.966 3.194 -1.238
H 1.504 2.842 -1.473
O -1.751 -3.293 -1.173
H -2.706 -3.229 -1.032
H -1.456 -2.788 -0.409
O -4.312 2.585 -1.759
H -4.283 2.063 -0.948
H -5.265 2.639 -1.895
O -1.061 -1.426 1.502
H -1.267 -0.566 1.900
H -0.239 -1.266 1.022
O 2.370 3.573 1.736
H 1.811 3.029 1.172
H 2.022 4.452 1.568
O 3.512 -1.392 2.460
H 3.459 -1.956 1.698
H 3.939 -1.944 3.121
O 0.658 -3.770 2.007
H 1.367 -3.210 1.685
H 0.205 -3.283 2.698
O -0.322 0.291 -1.225
H -0.183 0.807 -0.442
H -0.035 -0.581 -0.947
O -0.963 3.290 -1.631
H -0.631 3.686 -2.440
H -1.829 2.934 -1.827
O 4.381 0.992 -0.353
H 4.928 1.121 0.428
H 3.617 1.542 -0.146
*
```

Most stable: <z>

<w>
Below is one molecule with the formula C2H6N4S, with properties calculated with ωB97M-V with the def2-TZVPD basis set.

Summary:
SMILES: C[C@@H]1N=[N+]([S-])NN1
HOMO-LUMO gap (spin up / spin down), hartree: 0.2672 / 0.2982

Structure (ORCA input):
```
! wB97M-V def2-TZVPD RIJCOSX def2/J DEFGRID3
* xyz 0 1
C -0.614 -0.898 0.612
C 0.098 -0.335 -0.625
N 1.338 -0.976 -0.868
N 2.353 0.035 -0.138
S 3.876 -0.207 0.147
N 1.595 1.101 0.239
N 0.357 1.108 -0.404
H 0.032 -0.819 1.482
H -0.850 -1.943 0.438
H -1.521 -0.327 0.786
H -0.543 -0.463 -1.504
H 2.082 1.992 0.278
H 0.411 1.609 -1.300
*
```

<x>
Below is one molecule with the formula C2H6N4S, with properties calculated with ωB97M-V with the def2-TZVPD basis set.

Summary:
SMILES: [H]/N=C\NS/C(N)=N/[H]
HOMO-LUMO gap, hartree: 0.3786

Structure (ORCA input):
```
! wB97M-V def2-TZVPD RIJCOSX def2/J DEFGRID3
* xyz 0 1
H 1.480 -0.276 1.598
N 2.205 0.300 1.140
C 2.052 0.155 -0.102
N 1.345 -0.868 -0.784
S -0.066 -1.513 -0.109
C -1.171 -0.042 -0.193
N -2.340 -0.284 0.575
N -0.789 0.961 -0.863
H -1.444 1.705 -0.765
H 2.657 0.723 -0.769
H 1.288 -0.644 -1.803
H -2.248 -0.728 1.441
H -2.969 0.510 0.633
*
```

<y>
Below is C2H6N4S as an isolated structure, with properties calculated with ωB97M-V with the def2-TZVPD basis set.

Summary:
HOMO-LUMO gap, hartree: 0.3100

Structure (ORCA input):
```
! wB97M-V def2-TZVPD RIJCOSX def2/J DEFGRID3
* xyz 0 1
C -0.396 -1.394 0.038
C 1.555 0.250 0.465
H -2.355 -0.969 0.072
H -1.650 -0.048 1.322
H 0.058 -2.278 -1.709
H 1.487 -1.848 0.977
H 2.580 0.261 1.025
H 0.526 3.010 -1.204
N -1.481 -0.964 0.869
N -0.750 -2.244 -0.917
N 0.910 -0.935 0.218
N 1.154 1.468 0.327
S -0.402 1.717 -0.437
*
```

Most stable: <x>

<w>
Below is an isolated ion of composition C4H9N and charge -1, with properties calculated with ωB97M-V with the def2-TZVPD basis set.

Summary:
HOMO-LUMO gap (spin up / spin down), hartree: 0.1086 / 0.3181

Structure (ORCA input):
```
! wB97M-V def2-TZVPD RIJCOSX def2/J DEFGRID3
* xyz -1 2
C 1.110 0.960 0.432
C -0.223 0.377 0.029
C -0.351 -0.942 -0.147
N 0.691 -1.918 -0.150
C -1.306 1.369 -0.093
H 1.493 1.812 -0.131
H 1.093 1.297 1.479
H 1.961 0.269 0.369
H -1.327 -1.403 -0.239
H 0.454 -2.639 -0.830
H 1.557 -1.500 -0.436
H -1.503 2.049 0.744
H -1.107 1.987 -0.985
H -2.290 0.910 -0.229
*
```

<x>
Below is a 2-piece molecular cluster, C4H9N overall, with properties calculated with ωB97M-V with the def2-TZVPD basis set.

Summary:
HOMO-LUMO gap (spin up / spin down), hartree: 0.0847 / 0.1941

Structure (ORCA input):
```
! wB97M-V def2-TZVPD RIJCOSX def2/J DEFGRID3
* xyz -1 2
C 0.318 -4.259 -1.691
N -0.657 -4.094 -0.777
H 0.903 -5.203 -1.783
H -0.149 -3.839 -2.615
H -1.205 -3.252 -0.889
C -0.446 1.976 -0.075
C -0.178 2.749 1.241
C 0.971 2.483 1.889
H 0.027 1.050 -0.017
H -1.567 1.694 -0.162
H -0.047 2.666 -0.864
H -0.734 3.555 1.465
H 0.947 2.489 2.971
H 1.817 1.985 1.307
*
```

<y>
Below is C4H9N as an isolated structure, with properties calculated with ωB97M-V with the def2-TZVPD basis set.

Summary:
HOMO-LUMO gap (spin up / spin down), hartree: 0.1804 / 0.2115

Structure (ORCA input):
```
! wB97M-V def2-TZVPD RIJCOSX def2/J DEFGRID3
* xyz -1 2
C 1.764 0.776 -0.326
C 0.872 -0.057 0.602
C -0.433 -0.485 0.072
C -1.752 -0.154 0.812
N -0.791 -1.120 -1.230
H 2.148 1.685 0.139
H 1.011 1.101 -1.049
H 2.599 0.302 -0.886
H 1.169 -0.553 1.524
H -1.773 -0.626 1.804
H -1.625 0.903 1.071
H -2.607 -0.367 0.178
H -0.624 0.083 -1.021
H 0.042 -1.489 -1.690
*
```

Most stable: <w>

<w>
Below is a 6-piece molecular cluster, C12H36O12 overall, with properties calculated with ωB97M-V with the def2-TZVPD basis set.

Summary:
SMILES: OCCO.OCCO.OCCO.OCCO.OCCO.OCCO
HOMO-LUMO gap, hartree: 0.3582

Structure (ORCA input):
```
! wB97M-V def2-TZVPD RIJCOSX def2/J DEFGRID3
* xyz 0 1
O -3.264 4.570 -2.651
C -2.142 4.032 -3.359
C -1.809 2.627 -2.902
O -1.939 2.518 -1.493
H -3.897 3.867 -2.476
H -2.414 3.991 -4.419
H -1.333 4.740 -3.202
H -0.797 2.322 -3.204
H -2.462 1.904 -3.416
H -1.664 1.620 -1.266
O 0.038 -2.299 -4.303
C -1.280 -2.399 -4.832
C -1.409 -1.320 -5.861
O -2.716 -1.375 -6.405
H 0.092 -2.911 -3.565
H -1.482 -3.379 -5.272
H -2.016 -2.193 -4.046
H -0.645 -1.409 -6.644
H -1.196 -0.353 -5.384
H -2.916 -0.537 -6.830
O 4.594 -3.575 4.270
C 3.160 -3.690 4.365
C 2.548 -3.611 2.986
O 2.950 -2.406 2.358
H 4.965 -4.408 3.964
H 2.951 -4.620 4.892
H 2.840 -2.799 4.903
H 1.461 -3.628 3.076
H 2.863 -4.445 2.348
H 3.910 -2.351 2.321
O -2.600 1.319 5.094
C -1.199 1.417 5.242
C -0.474 0.640 4.175
O -0.815 1.289 2.949
H -2.802 1.633 4.206
H -0.883 2.467 5.139
H -0.941 1.137 6.262
H -0.806 -0.402 4.203
H 0.603 0.752 4.327
H -0.494 0.736 2.228
O 0.483 3.705 -0.681
C 0.991 2.756 0.265
C 2.059 1.881 -0.357
O 2.931 1.316 0.592
H -0.370 3.382 -1.011
H 1.339 3.289 1.153
H 0.178 2.138 0.680
H 2.659 2.445 -1.069
H 1.591 1.084 -0.957
H 2.539 0.599 1.100
O 0.818 -0.912 1.444
C -0.217 -1.661 0.816
C -0.281 -1.256 -0.649
O -0.930 0.002 -0.776
H 1.388 -1.529 1.930
H -0.092 -2.746 0.865
H -1.189 -1.386 1.246
H -0.749 -2.000 -1.286
H 0.770 -1.147 -0.959
H -0.497 0.570 -0.123
*
```

<x>
Below is a 6-piece molecular cluster, C12H36O12 overall, with properties calculated with ωB97M-V with the def2-TZVPD basis set.

Summary:
SMILES: OCCO.OCCO.OCCO.OCCO.OCCO.OCCO
HOMO-LUMO gap, hartree: 0.3609

Structure (ORCA input):
```
! wB97M-V def2-TZVPD RIJCOSX def2/J DEFGRID3
* xyz 0 1
O 4.183 -0.025 2.283
C 5.287 0.139 3.074
C 6.426 0.666 2.158
O 6.222 2.073 1.764
H 4.059 -0.939 2.018
H 4.983 0.828 3.862
H 5.607 -0.771 3.580
H 6.767 0.000 1.365
H 7.378 0.694 2.687
H 5.336 2.091 1.395
O -2.494 -5.146 3.850
C -3.105 -3.967 4.317
C -4.669 -4.319 4.246
O -5.317 -4.301 2.972
H -2.216 -5.667 4.606
H -2.820 -3.791 5.354
H -2.767 -3.159 3.668
H -5.283 -3.592 4.778
H -4.938 -5.201 4.828
H -4.918 -3.603 2.448
O -5.396 -0.238 1.202
C -5.855 0.820 2.049
C -7.362 1.066 1.799
O -8.055 -0.141 2.006
H -4.518 0.015 0.907
H -5.752 0.525 3.093
H -5.299 1.726 1.813
H -7.564 1.427 0.791
H -7.786 1.803 2.481
H -7.677 -0.821 1.445
O 0.851 -5.146 -2.957
C -0.586 -4.886 -3.122
C -1.356 -4.606 -1.794
O -1.622 -5.773 -1.065
H 1.173 -5.184 -3.861
H -0.579 -4.013 -3.775
H -1.068 -5.618 -3.769
H -2.362 -4.252 -2.022
H -0.766 -3.928 -1.178
H -1.561 -5.504 -0.145
O 3.989 7.545 -5.169
C 4.484 6.749 -4.121
C 5.379 5.689 -4.701
O 4.663 4.690 -5.532
H 3.399 7.052 -5.744
H 4.860 7.494 -3.419
H 3.587 6.296 -3.698
H 5.865 5.219 -3.846
H 6.178 6.185 -5.252
H 4.315 5.145 -6.302
O 0.071 0.710 -0.067
C 0.035 1.929 -0.689
C 1.103 2.045 -1.761
O 2.347 2.428 -1.283
H 0.913 0.690 0.393
H -0.947 1.930 -1.162
H 0.160 2.735 0.034
H 0.817 2.750 -2.542
H 1.252 1.088 -2.262
H 2.949 2.352 -2.027
*
```

Most stable: <w>

<w>
Below is an isolated ion of composition C6H11N4 and charge +1, with properties calculated with ωB97M-V with the def2-TZVPD basis set.

Summary:
SMILES: C=[N+](C)\C=N/C=C\N=C/N
HOMO-LUMO gap (spin up / spin down), hartree: 0.2370 / 0.2372

Structure (ORCA input):
```
! wB97M-V def2-TZVPD RIJCOSX def2/J DEFGRID3
* xyz 1 1
C -2.777 -0.913 -0.413
N -1.742 -0.198 -0.096
C -1.391 -0.006 1.286
C -1.070 0.546 -1.082
N -0.164 1.416 -0.967
C 0.685 1.843 -0.038
C 1.513 1.105 0.772
N 1.521 -0.231 0.864
C 1.943 -1.162 0.109
N 2.583 -1.007 -1.054
H -3.383 -1.366 0.352
H -3.062 -1.043 -1.443
H -0.426 -0.481 1.497
H -1.285 1.059 1.498
H -2.149 -0.435 1.936
H -1.490 0.402 -2.071
H 0.884 2.905 -0.104
H 2.212 1.629 1.413
H 1.774 -2.181 0.438
H 3.000 -1.798 -1.515
H 2.823 -0.085 -1.383
*
```

<x>
Below is an isolated ion of composition C6H11N4 and charge +1, with properties calculated with ωB97M-V with the def2-TZVPD basis set.

Summary:
SMILES: C=CN(C)CN=[N+]=CN=C
HOMO-LUMO gap, hartree: 0.2500

Structure (ORCA input):
```
! wB97M-V def2-TZVPD RIJCOSX def2/J DEFGRID3
* xyz 1 1
C 1.804 2.068 0.630
C 2.035 1.053 -0.124
N 1.395 -0.198 -0.134
C 1.953 -1.304 -0.937
C 0.592 -0.300 0.994
N -0.366 0.693 1.229
N -1.328 0.634 0.502
C -2.078 0.407 -0.465
N -2.953 -0.577 -0.675
C -3.991 -0.980 -0.200
H 2.408 2.965 0.420
H 1.224 2.048 1.566
H 2.787 1.121 -0.825
H 1.853 -2.313 -0.534
H 3.028 -1.174 -1.194
H 1.531 -1.370 -1.927
H -0.119 -1.191 0.999
H 1.094 -0.362 1.971
H -2.000 1.026 -1.396
H -4.338 -0.419 0.629
H -4.530 -1.827 -0.533
*
```

<y>
Below is an isolated ion of composition C6H11N4 and charge +1, with properties calculated with ωB97M-V with the def2-TZVPD basis set.

Summary:
SMILES: C/C=C/[N@H+](C)/N=C\N=C=N
HOMO-LUMO gap, hartree: 0.3771

Structure (ORCA input):
```
! wB97M-V def2-TZVPD RIJCOSX def2/J DEFGRID3
* xyz 1 1
C 1.172 -1.279 -1.798
C 0.204 -0.235 -1.465
C 0.425 0.665 -0.454
N -0.432 1.645 0.080
C -0.001 3.033 0.327
N -0.992 1.101 1.389
C -0.983 -0.113 1.778
N -0.494 -1.247 1.260
C -0.556 -2.430 1.228
N -0.412 -3.599 1.278
H 2.198 -0.975 -1.915
H 0.903 -1.779 -2.689
H 1.023 -2.024 -1.126
H -0.750 -0.411 -1.987
H 1.295 0.539 0.119
H -1.226 1.684 -0.572
H -0.631 3.410 1.184
H 1.086 2.964 0.548
H -0.109 3.660 -0.616
H -1.514 -0.259 2.735
H -0.205 -4.350 0.694
*
```

Most stable: <w>